{
  "formula": "C4H5NOS2",
  "method": "ωB97M-V/def2-TZVPD",
  "elements": ["C", "C", "C", "C", "H", "H", "H", "H", "H", "N", "O", "S", "S"],
  "xyz": [[0.535, 1.248, 1.303], [0.137, -0.337, -0.504], [1.382, -0.729, -0.771], [-0.905, -0.535, -1.435], [-2.169, 0.597, 1.700], [1.534, 1.508, 0.848], [1.542, -1.097, -1.798], [2.246, -0.595, -0.139], [-1.832, 0.011, -1.229], [-0.160, 0.199, 0.796], [0.173, 1.802, 2.328], [-1.491, -0.549, 1.639], [-0.992, -1.525, -2.737]],
  "max_force_ev_per_a": 3.023,
  "charge": 0,
  "total_energy_ev": -29435.025,
  "orbital_gap_ha": 0.2879,
  "smiles": "C=C(C=S)N(S)C=O",
  "molar_mass_g_mol": 147.224,
  "e_above_lowest_kj_mol": 199.6,
  "lumo_ev": -1.267,
  "homo_energy_ev": -9.102,
  "multiplicity": 1
}

=====

{
  "formula": "C6H14OSi",
  "method": "ωB97M-V/def2-TZVPD",
  "elements": ["C", "C", "C", "C", "C", "C", "O", "Si", "H", "H", "H", "H", "H", "H", "H", "H", "H", "H", "H", "H", "H", "H"],
  "xyz": [[-2.673, -0.258, -0.032], [-3.071, 1.168, -0.667], [0.052, -2.725, -0.254], [1.876, 2.606, 0.557], [1.289, -1.970, 0.099], [2.303, 1.114, 0.370], [-3.175, -1.305, -0.450], [1.050, -0.136, -0.566], [-2.556, 1.252, -1.501], [-4.132, 1.011, -0.895], [-2.956, 2.090, -0.139], [-0.742, -2.579, 0.440], [-0.275, -2.491, -1.311], [0.264, -3.770, -0.301], [1.134, 2.482, 1.461], [2.747, 3.158, 0.878], [1.324, 3.166, -0.219], [2.085, -2.388, -0.417], [1.498, -2.020, 1.182], [2.653, 0.707, 1.312], [3.099, 1.037, -0.405], [-1.794, -0.150, 0.858]],
  "max_force_ev_per_a": 5.637,
  "charge": 0,
  "total_energy_ev": -16370.384,
  "orbital_gap_ha": 0.2703,
  "molar_mass_g_mol": 130.263,
  "e_above_lowest_kj_mol": 526.7,
  "lumo_ev": -0.481,
  "homo_energy_ev": -7.836,
  "multiplicity": 1
}

=====

{
  "formula": "C6H12",
  "method": "ωB97M-V/def2-TZVPD",
  "elements": ["C", "C", "C", "C", "C", "C", "H", "H", "H", "H", "H", "H", "H", "H", "H", "H", "H", "H"],
  "xyz": [[2.119, -0.895, 1.028], [0.949, -1.184, 0.092], [0.654, -0.162, -0.929], [-0.772, -0.189, -1.352], [-1.375, 1.132, -0.806], [-1.176, 1.312, 0.699], [2.972, -0.510, 0.463], [1.833, -0.134, 1.764], [2.425, -1.791, 1.579], [1.236, -1.989, -0.623], [0.075, -1.589, 0.635], [-0.109, 1.385, 0.945], [-0.848, -0.152, -2.446], [-1.371, -1.041, -0.979], [-2.445, 1.136, -1.045], [-0.915, 1.971, -1.338], [-1.596, 0.471, 1.264], [-1.657, 2.230, 1.050]],
  "max_force_ev_per_a": 0.462,
  "charge": 0,
  "total_energy_ev": -6413.195,
  "orbital_gap_ha": 0.3145,
  "molar_mass_g_mol": 84.162,
  "e_above_lowest_kj_mol": 361.4,
  "lumo_ev": 0.376,
  "homo_energy_ev": -8.183,
  "multiplicity": 1
}

=====

{
  "formula": "C3H6HgO4",
  "method": "ωB97M-V/def2-TZVPD",
  "elements": ["O", "O", "C", "O", "H", "Hg", "O", "H", "C", "C", "H", "H", "H", "H"],
  "xyz": [[-0.311, 1.864, 0.363], [-1.468, 0.113, 1.137], [-1.407, 1.445, 0.840], [-2.439, 2.093, 1.013], [2.001, -1.820, 0.365], [1.640, 1.115, -0.271], [1.509, -1.293, -0.274], [-0.639, -0.317, 0.869], [1.058, -2.064, -1.373], [0.239, -3.244, -1.036], [1.785, -3.027, -1.672], [-0.806, -3.060, -0.770], [0.670, -1.394, -2.154], [0.678, -4.089, -0.497]],
  "max_force_ev_per_a": 4.949,
  "charge": 0,
  "s2": 2.009,
  "total_energy_ev": -15568.076,
  "orbital_gap_ha": [0.3225, 0.2335],
  "molar_mass_g_mol": 306.667,
  "e_above_lowest_kj_mol": 75.3,
  "lumo_ev": [-0.161, -2.848],
  "homo_energy_ev": [-8.936, -9.202],
  "multiplicity": 3
}

=====

{
  "formula": "C16H42ClO11P",
  "method": "ωB97M-V/def2-TZVPD",
  "elements": ["O", "C", "O", "C", "C", "C", "O", "O", "P", "O", "Cl", "H", "H", "H", "H", "H", "H", "C", "C", "O", "H", "H", "H", "H", "H", "H", "C", "C", "O", "H", "H", "H", "H", "H", "H", "C", "C", "O", "H", "H", "H", "H", "H", "H", "C", "C", "O", "H", "H", "H", "H", "H", "H", "C", "C", "O", "H", "H", "H", "H", "H", "H", "C", "C", "O", "H", "H", "H", "H", "H", "H"],
  "xyz": [[2.497, 6.897, 3.195], [1.745, 5.892, 3.275], [0.921, 5.563, 2.167], [0.462, 4.188, 2.206], [1.170, 3.306, 1.057], [1.250, 1.799, 1.647], [0.512, 0.873, 1.205], [2.164, 1.508, 2.719], [-1.435, 4.123, 2.201], [-2.028, 3.577, 0.684], [-1.941, 2.617, 3.626], [1.771, 5.307, 4.270], [0.804, 3.744, 3.210], [2.264, 3.634, 0.867], [0.651, 3.347, 0.041], [1.708, 0.755, 3.178], [-3.009, 3.529, 0.820], [1.637, -2.439, -0.961], [2.719, -1.420, -0.667], [2.289, -0.121, -1.054], [1.390, -2.440, -2.027], [1.958, -3.444, -0.673], [0.718, -2.194, -0.421], [3.628, -1.656, -1.225], [2.963, -1.406, 0.401], [1.490, 0.083, -0.549], [3.574, -6.045, 2.851], [3.394, -4.951, 1.818], [2.895, -5.502, 0.602], [4.266, -6.808, 2.485], [3.961, -5.637, 3.788], [2.622, -6.547, 3.052], [4.349, -4.468, 1.605], [2.692, -4.188, 2.173], [2.047, -5.920, 0.798], [-1.957, -2.932, -2.078], [-1.608, -3.755, -3.303], [-2.326, -3.280, -4.435], [-3.030, -2.982, -1.876], [-1.416, -3.291, -1.200], [-1.711, -1.878, -2.237], [-1.876, -4.803, -3.148], [-0.536, -3.700, -3.518], [-2.078, -2.356, -4.571], [-2.632, 3.143, -3.034], [-4.033, 3.129, -2.455], [-4.612, 4.426, -2.545], [-2.005, 3.862, -2.501], [-2.172, 2.154, -2.966], [-2.651, 3.452, -4.083], [-4.008, 2.841, -1.402], [-4.672, 2.420, -2.991], [-4.637, 4.670, -3.481], [7.227, -2.668, 3.951], [6.996, -4.072, 3.431], [6.245, -4.032, 2.223], [6.274, -2.164, 4.132], [7.799, -2.685, 4.882], [7.771, -2.067, 3.216], [6.434, -4.662, 4.158], [7.947, -4.579, 3.237], [6.752, -3.516, 1.581], [-8.376, 3.832, -2.159], [-8.439, 3.554, -3.647], [-7.434, 4.296, -4.328], [-8.513, 4.898, -1.961], [-9.147, 3.272, -1.624], [-7.397, 3.557, -1.755], [-9.409, 3.851, -4.051], [-8.290, 2.489, -3.853], [-6.578, 4.022, -3.972]],
  "max_force_ev_per_a": 5.299,
  "charge": 0,
  "total_energy_ev": -61604.301,
  "orbital_gap_ha": 0.3539,
  "smiles": "O=CO[C@H](CC(=O)O)P(O)Cl.CCO.CCO.CCO.CCO.CCO.CCO",
  "molar_mass_g_mol": 476.928,
  "lumo_ev": 0.062,
  "homo_energy_ev": -9.568,
  "multiplicity": 1
}

=====

{
  "formula": "C5H10NO",
  "method": "ωB97M-V/def2-TZVPD",
  "elements": ["C", "C", "C", "C", "C", "N", "O", "H", "H", "H", "H", "H", "H", "H", "H", "H", "H"],
  "xyz": [[-0.195, 2.060, 2.730], [-0.703, -0.413, -2.280], [0.722, -1.425, 1.957], [-0.419, 0.424, -1.045], [0.618, -0.394, 0.911], [0.117, 1.232, 2.014], [-0.351, -0.438, 0.104], [-0.512, 2.838, 3.376], [0.081, -1.148, -2.437], [-1.652, -0.930, -2.181], [-0.749, 0.236, -3.148], [-0.239, -1.881, 2.164], [1.161, -1.036, 2.869], [1.403, -2.194, 1.586], [-1.243, 1.119, -0.857], [0.516, 0.985, -1.145], [1.527, 0.152, 0.641]],
  "max_force_ev_per_a": 1.186,
  "charge": 1,
  "total_energy_ev": -8876.270,
  "orbital_gap_ha": 0.4651,
  "molar_mass_g_mol": 100.141,
  "e_above_lowest_kj_mol": 222.9,
  "lumo_ev": -3.556,
  "homo_energy_ev": -16.213,
  "multiplicity": 1
}

=====

{
  "formula": "C17H47O30P5V2",
  "method": "ωB97M-V/def2-TZVPD",
  "elements": ["O", "V", "O", "O", "V", "O", "O", "C", "O", "O", "H", "O", "C", "O", "O", "H", "C", "O", "P", "O", "O", "C", "O", "C", "H", "H", "H", "H", "H", "H", "H", "H", "H", "C", "O", "P", "O", "O", "C", "O", "C", "H", "H", "H", "H", "H", "H", "H", "H", "H", "C", "O", "P", "O", "O", "C", "O", "C", "H", "H", "H", "H", "H", "H", "H", "H", "H", "C", "O", "P", "O", "O", "C", "O", "C", "H", "H", "H", "H", "H", "H", "H", "H", "H", "C", "O", "P", "O", "O", "C", "O", "C", "H", "H", "H", "H", "H", "H", "H", "H", "H"],
  "xyz": [[1.961, 1.107, -0.513], [1.540, -0.162, -1.395], [0.209, -0.704, -0.747], [2.782, 5.346, -3.094], [3.266, 3.830, -2.775], [3.183, 3.654, -1.177], [5.767, -0.019, -3.030], [4.507, 0.476, -2.865], [3.551, -0.266, -2.504], [4.402, 1.746, -2.791], [5.600, -0.960, -2.935], [-0.760, 2.479, -4.154], [0.325, 1.965, -3.564], [1.283, 2.727, -3.300], [0.418, 0.750, -3.197], [-0.579, 3.415, -4.258], [-4.686, 0.796, 2.443], [-3.450, 1.316, 2.047], [-3.048, 2.883, 2.183], [-3.726, 3.648, 3.264], [-1.506, 2.706, 2.418], [-0.769, 1.802, 1.637], [-3.088, 3.484, 0.708], [-4.320, 3.861, 0.098], [-5.580, 1.375, 2.213], [-4.616, 0.558, 3.504], [-4.970, -0.074, 1.851], [-0.083, 1.261, 2.289], [-0.188, 2.372, 0.912], [-1.322, 1.163, 0.949], [-5.103, 3.202, 0.474], [-4.241, 3.736, -0.982], [-4.616, 4.868, 0.390], [2.922, -2.250, -5.325], [2.407, -3.373, -4.682], [1.131, -3.238, -3.679], [1.347, -2.301, -2.543], [-0.159, -2.908, -4.619], [-1.480, -2.798, -4.129], [0.938, -4.779, -3.244], [0.285, -5.161, -2.059], [2.529, -1.297, -4.970], [2.654, -2.317, -6.379], [4.001, -2.178, -5.192], [-1.675, -3.112, -3.104], [-2.057, -3.404, -4.828], [-1.909, -1.795, -4.150], [0.691, -4.713, -1.151], [0.549, -6.213, -1.952], [-0.801, -5.156, -2.159], [-2.727, 0.325, -1.675], [-2.879, -0.820, -0.872], [-3.920, -2.003, -1.338], [-4.059, -2.166, -2.805], [-3.337, -3.337, -0.630], [-4.048, -4.567, -0.749], [-5.282, -1.626, -0.564], [-6.094, -0.570, -1.079], [-2.165, 0.987, -1.017], [-3.695, 0.822, -1.733], [-2.177, 0.087, -2.586], [-3.401, -5.243, -1.308], [-4.977, -4.459, -1.307], [-4.332, -5.041, 0.191], [-7.132, -0.899, -1.125], [-5.866, -0.269, -2.101], [-5.984, 0.271, -0.394], [2.388, 3.964, 1.999], [1.290, 4.133, 2.935], [1.571, 3.934, 4.520], [2.941, 4.002, 4.982], [0.829, 2.456, 4.716], [1.588, 1.271, 4.551], [0.531, 4.950, 5.212], [-0.845, 4.937, 4.832], [3.152, 3.225, 2.239], [2.859, 4.909, 1.727], [2.034, 3.517, 1.070], [1.776, 0.973, 3.520], [1.155, 0.443, 5.112], [2.553, 1.380, 5.046], [-1.157, 4.281, 4.019], [-1.218, 5.948, 4.668], [-1.416, 4.509, 5.656], [3.692, -1.436, 4.059], [3.202, -0.986, 2.764], [3.222, -2.002, 1.518], [2.560, -1.420, 0.304], [4.831, -2.341, 1.344], [5.592, -1.842, 0.245], [2.649, -3.427, 2.070], [1.264, -3.606, 2.171], [4.127, -2.435, 4.032], [2.817, -1.543, 4.701], [4.374, -0.661, 4.409], [6.305, -1.219, 0.785], [4.939, -1.251, -0.396], [6.227, -2.524, -0.320], [1.126, -4.675, 2.010], [0.704, -2.959, 1.495], [0.894, -3.345, 3.163]],
  "max_force_ev_per_a": 5.748,
  "charge": -1,
  "s2": 0.761,
  "total_energy_ev": -177650.281,
  "orbital_gap_ha": [0.2014, 0.2531],
  "molar_mass_g_mol": 988.291,
  "lumo_ev": [1.802, 1.802],
  "homo_energy_ev": [-3.678, -5.085],
  "multiplicity": 2
}

=====

{
  "formula": "C49H78BCl3FI2N11O6PS",
  "method": "ωB97M-V/def2-TZVPD",
  "elements": ["C", "C", "Cl", "C", "Cl", "C", "C", "I", "C", "C", "I", "O", "B", "O", "C", "N", "P", "O", "Cl", "O", "C", "S", "O", "O", "F", "H", "H", "H", "H", "H", "H", "H", "H", "C", "C", "C", "C", "N", "H", "H", "H", "H", "H", "H", "H", "C", "C", "C", "C", "N", "H", "H", "H", "H", "H", "H", "H", "C", "C", "C", "C", "N", "H", "H", "H", "H", "H", "H", "H", "C", "C", "C", "C", "N", "H", "H", "H", "H", "H", "H", "H", "C", "C", "C", "C", "N", "H", "H", "H", "H", "H", "H", "H", "C", "C", "C", "C", "N", "H", "H", "H", "H", "H", "H", "H", "C", "C", "C", "C", "N", "H", "H", "H", "H", "H", "H", "H", "C", "C", "C", "C", "N", "H", "H", "H", "H", "H", "H", "H", "C", "C", "C", "C", "N", "H", "H", "H", "H", "H", "H", "H", "C", "C", "C", "C", "N", "H", "H", "H", "H", "H", "H", "H"],
  "xyz": [[2.219, 3.174, -2.012], [0.951, 2.720, -2.627], [0.988, 2.713, -4.338], [-0.152, 2.388, -1.959], [-0.031, 2.577, -0.253], [-1.594, 1.963, -2.374], [-2.436, 3.223, -2.458], [-1.399, 5.007, -2.852], [-3.759, 3.321, -2.339], [-4.553, 4.579, -2.438], [-4.976, 1.651, -1.993], [-1.978, 1.088, -1.325], [-1.520, -0.266, -1.712], [-2.765, -1.137, -1.446], [-2.855, -2.247, -2.048], [-2.966, -3.299, -2.539], [-0.200, -1.297, -0.614], [-0.450, -0.772, 0.921], [1.742, -0.722, -1.159], [-1.096, -0.184, -3.115], [-1.862, 0.910, -3.485], [-1.960, 1.182, -5.279], [-0.874, 0.655, -6.018], [-3.283, 0.795, -5.635], [-1.930, 2.716, -5.374], [2.020, 3.901, -1.240], [2.759, 2.330, -1.613], [2.851, 3.620, -2.762], [-4.402, 5.018, -3.413], [-4.241, 5.270, -1.670], [-5.601, 4.360, -2.333], [-1.320, -0.348, 0.941], [-2.881, 0.593, -3.312], [-0.186, -1.720, 4.696], [-1.485, -1.574, 5.480], [-2.711, -1.567, 4.563], [-2.687, -0.424, 3.654], [-2.600, 0.448, 2.915], [-0.038, -0.884, 4.010], [0.657, -1.750, 5.380], [-0.181, -2.640, 4.109], [-1.463, -0.656, 6.070], [-1.584, -2.399, 6.186], [-3.632, -1.533, 5.148], [-2.739, -2.485, 3.973], [-9.229, 0.395, 2.367], [-8.490, -0.231, 1.189], [-7.248, 0.561, 0.770], [-7.583, 1.900, 0.290], [-7.877, 2.950, -0.067], [-9.598, 1.391, 2.117], [-10.085, -0.215, 2.653], [-8.574, 0.484, 3.235], [-9.168, -0.324, 0.338], [-8.173, -1.241, 1.453], [-6.717, 0.031, -0.024], [-6.552, 0.652, 1.606], [5.004, 0.369, -3.091], [6.024, -0.068, -2.045], [5.604, 0.340, -0.630], [5.533, 1.793, -0.499], [5.438, 2.935, -0.438], [4.899, 1.453, -3.114], [5.313, 0.048, -4.087], [4.020, -0.056, -2.884], [7.001, 0.359, -2.278], [6.141, -1.152, -2.071], [6.314, -0.043, 0.106], [4.628, -0.084, -0.385], [5.367, 3.788, -5.021], [5.579, 5.281, -5.239], [4.765, 6.137, -4.265], [3.327, 5.953, -4.455], [2.202, 5.771, -4.597], [4.326, 3.504, -5.189], [5.985, 3.207, -5.706], [5.636, 3.506, -4.003], [5.322, 5.546, -6.266], [6.635, 5.523, -5.103], [4.999, 7.193, -4.396], [5.019, 5.886, -3.233], [0.259, -7.356, 0.291], [-0.922, -6.431, 0.561], [-0.735, -5.034, -0.038], [0.394, -4.322, 0.553], [1.274, -3.739, 1.000], [1.174, -6.971, 0.746], [0.075, -8.349, 0.704], [0.432, -7.466, -0.781], [-1.086, -6.350, 1.638], [-1.828, -6.864, 0.134], [-1.630, -4.428, 0.111], [-0.585, -5.094, -1.117], [4.515, -4.359, 5.937], [4.799, -2.995, 6.557], [3.982, -2.738, 7.830], [2.548, -2.707, 7.559], [1.421, -2.701, 7.340], [3.473, -4.444, 5.627], [5.135, -4.513, 5.056], [4.728, -5.163, 6.644], [4.595, -2.211, 5.827], [5.857, -2.923, 6.813], [4.269, -1.784, 8.273], [4.184, -3.510, 8.574], [2.514, -5.645, -2.096], [2.918, -4.268, -2.607], [3.700, -4.327, -3.923], [4.980, -5.019, -3.782], [5.984, -5.565, -3.671], [3.386, -6.263, -1.875], [1.934, -5.548, -1.178], [1.901, -6.172, -2.831], [3.507, -3.757, -1.844], [2.025, -3.664, -2.767], [3.896, -3.318, -4.284], [3.109, -4.828, -4.691], [-4.927, -3.803, -4.865], [-6.417, -3.486, -4.792], [-6.695, -2.025, -4.422], [-6.210, -1.685, -3.088], [-5.794, -1.428, -2.050], [-4.433, -3.663, -3.904], [-4.774, -4.840, -5.166], [-4.428, -3.163, -5.595], [-6.901, -4.146, -4.070], [-6.882, -3.680, -5.761], [-7.767, -1.822, -4.454], [-6.220, -1.357, -5.143], [-0.740, 0.332, 11.562], [0.016, -0.870, 11.008], [-0.359, -1.201, 9.559], [-1.761, -1.592, 9.431], [-2.864, -1.892, 9.334], [-1.815, 0.147, 11.583], [-0.422, 0.553, 12.581], [-0.561, 1.221, 10.954], [-0.167, -1.741, 11.641], [1.088, -0.671, 11.043], [0.261, -2.016, 9.189], [-0.167, -0.342, 8.915], [2.131, 7.652, -2.162], [2.283, 9.053, -2.738], [3.013, 9.062, -4.086], [4.393, 8.595, -3.982], [5.477, 8.228, -3.900], [3.098, 7.193, -1.954], [1.571, 7.681, -1.227], [1.592, 7.006, -2.857], [2.808, 9.695, -2.029], [1.295, 9.491, -2.890], [3.029, 10.072, -4.499], [2.483, 8.430, -4.802]],
  "max_force_ev_per_a": 6.206,
  "charge": -1,
  "total_energy_ev": -158040.270,
  "orbital_gap_ha": 0.2380,
  "molar_mass_g_mol": 1370.252,
  "e_above_lowest_kj_mol": 306.4,
  "lumo_ev": 1.600,
  "homo_energy_ev": -4.877,
  "multiplicity": 1
}